Record 1
The following is a DFT calculation (ωB97M-V/def2-TZVPD) of CF4NO2S2Yb as an isolated structure at a distorted geometry.

The geometry in XYZ format:
```
11
Properties=species:S:1:pos:R:3:lowdin_charge:R:1
Yb -2.550 -4.403 -1.209 1.74
S -1.382 -0.896 -4.683 0.84
S -2.996 -3.243 -4.753 0.95
F -0.490 -4.199 -5.154 0.14
F -1.598 -3.767 -6.937 0.15
F 0.302 -1.089 -5.130 -0.42
F -2.105 -5.493 -5.700 0.12
O -1.714 0.529 -4.600 -0.41
O -2.441 -3.634 -3.361 -0.78
N -2.669 -1.744 -5.189 -0.56
C -1.687 -4.237 -5.707 -0.78
```

For the frontier orbital gap, the calculation gives 3.40 eV. The total charge is +1. As for the energy relative to the best compared isomer or geometry (same formula, charge and spin): 127.2 kJ/mol.

***

Record 2
The following is a DFT calculation (ωB97M-V/def2-TZVPD) of CF5LiO3PPd as an isolated structure at a distorted geometry.

The geometry in XYZ format:
```
12
Properties=species:S:1:pos:R:3:mulliken_spin:R:1
Pd -1.735 0.815 0.292 1.45
P 1.155 0.911 -0.041 0.01
F -0.166 1.211 1.000 0.05
F -1.338 1.531 -1.115 0.28
F 2.067 0.869 1.245 0.00
F 2.386 0.711 -1.035 0.00
F 1.127 2.453 -0.387 0.00
O -1.483 -0.875 0.267 0.18
O 0.728 -0.634 -0.276 0.01
O -0.224 -2.621 -0.155 0.02
C -0.372 -1.417 -0.012 0.01
Li -2.144 -2.955 0.218 0.00
```

As for the spin multiplicity: 3. For the frontier orbital gap (spin up / spin down), the calculation gives 8.90 / 9.69 eV. The total charge is +1.

***

Record 3
The following is a DFT calculation (ωB97M-V/def2-TZVPD) of the molecule CFNO4 at a distorted geometry.

The geometry in XYZ format:
```
7
Properties=species:S:1:pos:R:3:lowdin_charge:R:1
F -0.879 -1.419 0.102 0.13
O -0.697 -0.675 2.200 0.23
O 0.240 0.415 0.494 0.12
O -0.356 0.662 -1.714 0.22
O 1.664 0.909 -1.125 0.23
N 0.556 0.643 -1.017 -0.36
C -0.528 -0.536 1.059 -0.56
```

As for the SMILES: O=C(F)O[N+](=O)[O-]. For the frontier orbital gap, the calculation gives 11.93 eV. The total charge is 0. As for the energy relative to the best compared isomer or geometry (same formula, charge and spin): 5.7 kJ/mol.

***

Record 4
The following is a DFT calculation (ωB97M-V/def2-TZVPD) of a 3-piece molecular cluster, CH10N2O2 overall at a distorted geometry.

The geometry in XYZ format:
```
15
Properties=species:S:1:pos:R:3:mulliken_spin:R:1
O -1.800 -2.279 -0.093 1.12
O 1.416 -0.338 1.942 0.43
N -0.704 1.704 -0.074 0.28
N 0.751 0.098 -1.274 0.32
C 0.466 1.526 -0.854 0.12
H 1.347 1.756 -0.253 -0.05
H 0.335 -0.586 -0.653 0.00
H -2.317 -2.473 -0.889 -0.34
H -0.709 1.278 0.857 -0.07
H -1.561 1.399 -0.538 -0.07
H 1.690 -1.263 2.044 -0.12
H -1.900 -2.836 0.694 -0.32
H 1.964 0.188 2.534 -0.12
H 0.478 2.022 -1.826 -0.04
H 0.498 -0.167 -2.220 -0.13
```

As for the spin multiplicity: 2. For the frontier orbital gap (spin up / spin down), the calculation gives 2.58 / 9.08 eV. The total charge is -1. As for the energy relative to the best compared isomer or geometry (same formula, charge and spin): 74.5 kJ/mol.